# 1
The following is a quantum chemistry calculation of a molecular structure, C40H58BBrCl3GeN6OS3SiTi in a non-equilibrium geometry, from the OMol25 dataset.

Properties
Expectation value of S² = 0.76
Total charge = +2
2S+1 = 2
Energy above the lowest of the compared OMol25 structures with the same formula, charge and spin = 13.3 kcal/mol
Orbital gap (spin up / spin down) = 0.238 / 0.227 Eh
Highest occupied orbital energy (spin up / spin down) = -12.8 / -13.4 eV

Atoms and positions in Å:
Ti: 0.273903 1.620252 -0.242675
C: -1.085667 4.485293 -2.086465
C: -0.119334 4.661734 -0.962877
C: 0.364567 5.871648 -0.494485
C: 1.269154 5.568108 0.517319
C: 2.083142 6.502612 1.345264
N: 1.308750 4.238680 0.644649
N: 0.456497 3.662822 -0.254837
B: 2.196255 3.368499 1.554019
N: 1.283762 2.459287 2.395619
N: 0.446618 1.547477 1.800935
C: -0.169830 0.875521 2.807685
C: -1.158529 -0.218556 2.630998
C: 0.282922 1.363740 4.020331
C: 1.202952 2.361091 3.722531
C: 2.002412 3.195406 4.664717
N: 3.030595 2.452385 0.650950
N: 2.428383 1.614890 -0.254426
C: 3.430095 1.025403 -0.943535
C: 3.299536 0.105204 -2.113529
C: 4.651915 1.466600 -0.450300
C: 4.361832 2.374358 0.552255
C: 5.306125 3.166770 1.392875
H: -1.863631 5.242850 -2.010527
H: -0.575464 4.633341 -3.040088
H: -1.550424 3.507070 -2.094957
H: 0.104952 6.854915 -0.857751
H: 1.837111 7.528252 1.081569
H: 1.891586 6.359497 2.409079
H: 3.149736 6.350644 1.172646
H: 2.885071 4.044467 2.246736
H: -1.312202 -0.452671 1.589734
H: -0.810500 -1.113192 3.148346
H: -2.113724 0.070646 3.072082
H: -0.014092 1.025453 5.001204
H: 1.749637 2.929128 5.687750
H: 3.071492 3.034227 4.519422
H: 1.800508 4.257566 4.519769
H: 2.348455 -0.409176 -2.162922
H: 3.425841 0.670825 -3.038907
H: 4.101145 -0.632742 -2.073175
H: 5.630741 1.165552 -0.790874
H: 6.328534 2.894961 1.143191
H: 5.182983 4.236707 1.216671
H: 5.146119 2.979385 2.455457
Cl: 0.538831 -0.567678 -5.000044
Ge: -0.805559 0.665658 -3.808566
Cl: -1.467373 2.251618 -5.128885
Cl: 0.702062 1.914011 -2.621678
O: -1.440548 1.500821 -0.379132
C: -2.886747 1.632867 -0.409155
C: -3.250314 3.068106 -0.025577
C: -4.164734 3.952131 -0.513168
C: -4.223701 5.168512 0.227509
C: -3.361202 5.184548 1.273026
S: -2.475104 3.726305 1.382668
C: -3.306457 1.128636 -1.795147
C: -2.887228 -0.100335 -2.287750
C: -3.555592 -0.481249 -3.492763
C: -4.425904 0.468116 -3.908332
S: -4.464204 1.811097 -2.843251
C: -3.627597 0.749044 0.621565
C: -4.451646 1.191265 1.618030
C: -5.054426 0.145788 2.371415
C: -4.694639 -1.083090 1.926883
S: -3.648824 -0.984567 0.580770
H: -4.804157 3.781898 -1.363981
H: -4.884083 5.988241 -0.024392
H: -3.200353 5.965572 2.003895
H: -2.231284 -0.756185 -1.730923
H: -3.388047 -1.421018 -4.003881
H: -5.048267 0.472199 -4.792629
H: -4.643435 2.234199 1.827824
H: -5.726135 0.316097 3.202775
H: -4.996800 -2.051762 2.301729
C: -2.092657 -3.694842 -1.359857
C: -1.257327 -4.500794 -0.344719
C: -1.822802 -4.213776 1.055765
C: -1.421179 -6.003238 -0.643298
Si: 0.586368 -4.060113 -0.469941
Br: 0.368297 -0.937841 -0.582097
C: 1.641066 -3.987182 1.109263
C: 3.007296 -3.323322 0.864615
C: 0.959082 -3.199250 2.242704
C: 1.854354 -5.448315 1.554548
C: 1.408517 -4.316856 -2.162344
C: 0.503853 -3.785022 -3.288364
C: 1.627151 -5.830734 -2.365939
C: 2.770393 -3.607102 -2.266632
H: -3.153785 -3.861824 -1.149376
H: -1.907706 -4.001769 -2.388589
H: -1.890469 -2.626078 -1.268815
H: -2.890824 -4.457542 1.047259
H: -1.721659 -3.158826 1.327706
H: -1.356145 -4.832029 1.825929
H: -2.473180 -6.269764 -0.500768
H: -0.823025 -6.636872 0.020091
H: -1.160981 -6.246646 -1.676224
H: 2.900911 -2.313748 0.456531
H: 3.640375 -3.910147 0.201269
H: 3.526139 -3.246159 1.824052
H: 0.715984 -2.183013 1.923413
H: 1.660225 -3.132905 3.079597
H: 0.056625 -3.684423 2.609234
H: 2.389395 -6.035562 0.801052
H: 0.909818 -5.955472 1.779783
H: 2.458449 -5.448846 2.466188
H: -0.385976 -4.403445 -3.418128
H: 1.061034 -3.819019 -4.228597
H: 0.199848 -2.748365 -3.118513
H: 0.689149 -6.386643 -2.408109
H: 2.251915 -6.271090 -1.581971
H: 2.142220 -5.974428 -3.320433
H: 2.712595 -2.559448 -1.957764
H: 3.094161 -3.634774 -3.310667
H: 3.535998 -4.110592 -1.678216

Cartesian forces (eV/Å) of the 2 atoms listed first:
0.66 -0.27 0.38
0.11 0.09 0.06



# 2
The following is a quantum chemistry calculation of a molecular structure, C3H8Cl2PPtS in a non-equilibrium geometry, from the OMol25 dataset.

Properties
Total charge = +1
Orbital gap = 0.145 Eh
Highest occupied orbital energy = -12.2 eV

Atoms and positions in Å:
C: 1.813861 0.271861 1.063620
C: 0.999310 -0.730272 0.258754
Cl: 1.581061 -2.423131 0.229420
C: -0.094739 -0.538046 -0.457494
Cl: -0.795201 -1.969489 -1.312018
P: -0.992685 1.179645 -0.605076
S: -2.900553 0.156609 -0.068704
H: 2.425107 -0.247653 1.833620
H: 2.496848 0.841227 0.397021
H: 1.199968 1.016906 1.604839
H: -1.310165 0.957487 -1.998312
H: -1.695550 2.468403 -0.631968
H: -0.782825 1.385004 0.803852
H: 0.254929 1.816765 -0.961432
H: -2.566762 -0.389800 1.149218
Pt: 0.367394 -3.795517 -1.305339

Cartesian forces (eV/Å) of the 2 atoms listed first:
0.69 -0.30 0.05
-0.63 0.34 -0.31



# 3
The following is a quantum chemistry calculation of 3 unconnected molecules or ions with the total composition C38H43Cl3FN2O14P in a non-equilibrium geometry, from the OMol25 dataset.

Properties
Total charge = 0
Structure (SMILES) = C=C[C@@]1(CC(=O)F)[C@](C[C@H](C)OCc2ccccc2)(/C(Cl)=C(/C)Cl)C(=O)N[C@]1(OCCNC[C@@H](C)O)P(O)Cl.O=C1C=C(O)C(=O)C=C1O.O=C1C=C(O)C(=O)C=C1O
Orbital gap = 0.264 Eh
Highest occupied orbital energy = -9.1 eV

Atoms and positions in Å:
C: -1.888422 -4.173627 1.423299
C: -0.672836 -3.723656 1.095562
C: -0.113373 -3.555725 -0.334790
C: 0.143279 -5.048428 -0.723735
C: 0.247580 -6.057427 0.386500
O: -0.332541 -7.099145 0.376436
F: 1.088371 -5.777591 1.401884
C: -1.027144 -2.684088 -1.332337
C: -2.552562 -2.765388 -1.141405
C: -3.293479 -1.621811 -0.440797
C: -2.848237 -1.200416 0.955235
O: -4.649239 -2.112265 -0.341122
C: -5.627466 -1.199472 -0.787567
C: -5.953495 -0.148805 0.246847
C: -6.347217 -0.572580 1.511107
C: -6.631988 0.338344 2.512588
C: -6.529587 1.700084 2.249978
C: -6.127384 2.128002 0.999743
C: -5.848408 1.211024 -0.004382
C: -0.767054 -2.861975 -2.870989
Cl: 0.086578 -4.237732 -3.519216
C: -1.185493 -2.031014 -3.833037
C: -0.946737 -2.123431 -5.306711
Cl: -2.198762 -0.662070 -3.470892
C: -0.303380 -1.328336 -1.142310
O: -0.716490 -0.222376 -0.969446
N: 1.044604 -1.706071 -1.255822
C: 1.202323 -2.638050 -0.089061
O: 0.974802 -1.801732 1.021618
C: 2.025450 -1.480924 1.921108
C: 2.879871 -0.316179 1.448901
N: 3.795321 0.085161 2.514921
C: 4.802034 1.022732 2.014130
C: 6.010979 1.031256 2.958320
C: 6.839820 -0.230613 2.741415
O: 6.836525 2.162929 2.712610
P: 3.042873 -3.180209 -0.328778
O: 3.097448 -4.770495 0.018868
Cl: 3.263200 -3.251932 -2.378791
H: -2.340943 -3.943558 2.377288
H: -2.425808 -4.828573 0.750004
H: 0.027071 -3.625420 1.911357
H: -0.673181 -5.386867 -1.352262
H: 1.024343 -5.151912 -1.351702
H: -3.012840 -2.830234 -2.125764
H: -2.862292 -3.683412 -0.659812
H: -3.334946 -0.722407 -1.050971
H: -3.204685 -0.191851 1.166989
H: -3.280973 -1.852479 1.711495
H: -1.771315 -1.195692 1.099476
H: -6.529779 -1.793207 -0.950160
H: -5.372189 -0.749216 -1.751938
H: -6.399014 -1.633840 1.718276
H: -6.923191 -0.023457 3.488621
H: -6.750371 2.398916 3.044826
H: -6.029028 3.185798 0.797126
H: -5.517574 1.554430 -0.976445
H: -1.887153 -2.375851 -5.799230
H: -0.688551 -1.125599 -5.661324
H: -0.143784 -2.790399 -5.589358
H: 1.654957 -0.896458 -1.190247
H: 1.524934 -1.125938 2.825417
H: 2.622131 -2.338316 2.245292
H: 2.168340 0.497615 1.235904
H: 3.405276 -0.514169 0.515566
H: 3.232667 0.614746 3.172831
H: 4.390066 2.038419 1.904161
H: 5.164773 0.706491 1.034734
H: 5.603410 1.031361 3.976559
H: 6.211644 -0.987275 2.272684
H: 7.225281 -0.643562 3.668809
H: 7.638514 0.005993 2.040540
H: 6.267462 2.917795 2.537063
H: 3.356420 -5.277311 -0.760796
O: 0.368371 1.002268 -5.147999
C: 0.332691 2.172714 -5.480704
C: 1.087688 2.720363 -6.590522
C: 0.999147 4.028796 -6.865832
O: 1.651235 4.614567 -7.858555
C: 0.136650 4.961164 -6.051588
O: 0.138403 6.136419 -6.370310
C: -0.633808 4.410861 -4.957255
C: -0.552663 3.099711 -4.681605
O: -1.228830 2.533264 -3.698794
H: 1.706202 2.045471 -7.164952
H: 1.404908 5.559869 -7.821848
H: -1.260442 5.084256 -4.390047
H: -1.031921 1.575797 -3.696925
O: 1.585113 7.026573 5.034130
C: 1.576099 5.825061 4.848986
C: 0.408999 4.979524 5.000494
C: 0.518561 3.661307 4.784208
O: -0.495857 2.817863 4.897821
C: 1.826650 3.023883 4.388122
O: 1.831368 1.813309 4.229994
C: 2.987892 3.866405 4.216904
C: 2.879593 5.186412 4.429489
O: 3.886053 6.031119 4.295566
H: -0.522799 5.446317 5.285941
H: -0.145958 1.930983 4.688635
H: 3.917105 3.399004 3.922046
H: 3.531090 6.916170 4.512942

Cartesian forces (eV/Å) of the 2 atoms listed first:
0.53 -0.35 -0.45
-1.16 0.03 -0.06



# 4
The following is a quantum chemistry calculation of C3H6N2O in the gas phase in a non-equilibrium geometry, from the OMol25 dataset.

Properties
Total charge = 0
Structure (SMILES) = [H]/N=C\N(C)C=O
Energy above the lowest of the compared OMol25 structures with the same formula, charge and spin = 53.3 kcal/mol
Orbital gap = 0.372 Eh
Highest occupied orbital energy = -9.5 eV

Atoms and positions in Å:
H: 1.943698 0.383485 1.498718
N: 2.115433 0.749695 0.450861
C: 1.179628 0.438362 -0.376720
N: -0.094020 -0.029966 0.024930
C: -1.018169 -0.636330 -1.019471
C: -0.530355 0.210847 1.260675
O: 0.082179 0.612500 2.249080
H: 1.352465 0.651472 -1.568241
H: -0.651603 -0.077269 -2.038698
H: -0.652795 -1.711290 -1.146293
H: -2.076004 -0.521931 -0.688275
H: -1.650457 -0.069575 1.353432

Cartesian forces (eV/Å) of the 2 atoms listed first:
-0.04 1.39 -3.17
-0.89 -1.85 0.79



# 5
The following is a quantum chemistry calculation of a molecular structure, H22O21SV3 in a non-equilibrium geometry, from the OMol25 dataset.

Properties
Expectation value of S² = 0.76
Total charge = +2
2S+1 = 2
Orbital gap (spin up / spin down) = 0.299 / 0.153 Eh
Highest occupied orbital energy (spin up / spin down) = -16.9 / -16.8 eV

Atoms and positions in Å:
O: 0.767624 -3.385540 1.642004
V: 1.638904 -3.183580 0.307524
O: 0.889874 -4.046530 -0.804706
O: 0.583364 -0.388500 3.789554
V: 0.467184 1.032210 3.141274
O: 1.932964 1.675670 3.207534
O: -2.349556 -0.611260 -2.974166
V: -1.077216 0.358160 -3.028486
O: -1.566606 1.850400 -3.135016
S: -0.182086 -0.307240 0.143094
O: 0.377244 0.519760 1.183474
O: 0.709644 -1.381350 -0.309546
O: -1.383036 -0.969530 0.617934
O: -0.603426 0.550000 -0.960426
O: -1.716346 0.713130 2.974854
H: -2.346076 0.929230 3.662574
H: -2.218976 0.771250 2.162314
O: -3.406176 0.660070 0.728374
H: -2.634056 0.103850 0.625034
H: -3.609876 0.955180 -0.159126
O: -1.882326 -2.364020 2.809594
H: -1.859096 -1.857790 1.997544
H: -0.970646 -2.394280 3.099684
O: 1.298894 1.046670 -3.022006
H: 1.943964 0.523690 -3.498046
H: 1.806574 1.498660 -2.348066
O: 3.204764 -2.224950 -1.053356
H: 3.225834 -1.306460 -0.784736
H: 3.318764 -2.199820 -2.003416
O: -2.893326 -2.858630 -0.576196
H: -2.311876 -2.249180 -0.121526
H: -2.310436 -3.379600 -1.128526
O: -1.168176 2.794950 -0.300216
H: -1.170576 1.877750 -0.574026
H: -0.716756 3.255410 -1.007616
O: 1.859034 2.321900 -0.730846
H: 1.232884 2.188080 -0.019326
H: 2.396874 3.059040 -0.441756
O: -0.047576 3.180370 2.292574
H: -0.424416 3.172650 1.412704
H: -0.023546 4.105990 2.535234
O: 0.187214 -1.671960 -2.971806
H: 0.149404 -2.495530 -3.458156
H: 0.399964 -1.932080 -2.075536
O: 3.618924 0.349730 -0.432126
H: 2.773644 0.776120 -0.573286
H: 4.088644 0.937920 0.159164

Cartesian forces (eV/Å) of the 2 atoms listed first:
1.65 0.48 -1.57
-3.13 -0.49 -1.50



# 6
The following is a quantum chemistry calculation of a molecular structure, C23H27BrMnN9S, from the OMol25 dataset.

Properties
Expectation value of S² = 1.14
Total charge = +1
2S+1 = 2
Energy above the lowest of the compared OMol25 structures with the same formula, charge and spin = 24.7 kcal/mol
Orbital gap (spin up / spin down) = 0.266 / 0.254 Eh
Highest occupied orbital energy (spin up / spin down) = -9.5 / -9.2 eV

Atoms and positions in Å:
Mn: -0.039040 -0.025890 -0.104670
N: 2.470885 0.981074 3.208425
C: 3.424984 0.136116 2.661480
C: 4.716647 -0.183574 3.067682
C: 5.402618 -1.076219 2.272424
C: 4.822514 -1.630987 1.118968
C: 3.541944 -1.309571 0.724140
C: 2.835242 -0.402750 1.515721
N: 1.545243 0.116118 1.377606
C: 1.388263 0.926037 2.395727
C: 0.146402 1.666854 2.558164
C: -0.271589 2.490752 3.556921
S: -1.828135 3.084000 3.187874
C: -1.822783 2.188618 1.738082
N: -0.743879 1.496472 1.527138
H: 2.588233 1.579184 4.006930
H: 5.164006 0.243056 3.955179
H: 6.413019 -1.355170 2.539394
H: 5.402551 -2.320597 0.520738
H: 3.104778 -1.718811 -0.173625
H: 0.240067 2.773926 4.461689
H: -2.656284 2.204564 1.051271
C: -2.459259 -4.537992 2.188347
N: -2.224610 -3.101961 2.330051
C: -1.794701 -2.696314 3.659229
C: -1.745992 -2.362724 1.274447
N: -0.935535 -1.372968 1.365407
N: -2.255860 -2.747707 0.045024
C: -1.923652 -2.239257 -1.199744
N: -2.544238 -2.921455 -2.216476
N: -1.163989 -1.226934 -1.356661
H: -2.965333 -4.886453 3.084990
H: -1.526603 -5.097141 2.070712
H: -3.116115 -4.775678 1.355180
H: -2.396107 -3.226313 4.393045
H: -1.963834 -1.629551 3.800289
H: -0.738845 -2.923910 3.846495
H: -0.570037 -1.265617 2.302829
H: -3.074546 -3.329027 0.067702
H: -2.711832 -3.906027 -2.091126
H: -2.276585 -2.667131 -3.152661
H: -0.961201 -1.041397 -2.333756
C: -2.915985 3.772299 -2.886878
C: -1.495948 3.256744 -3.106655
C: -1.083869 2.263689 -2.113206
N: -0.727917 1.484732 -1.352031
H: -3.160727 4.499869 -3.658078
H: -3.010785 4.260246 -1.917763
H: -3.641809 2.962210 -2.938916
H: -0.767019 4.067974 -3.065824
H: -1.388837 2.788148 -4.086514
Br: 5.130710 -0.322381 -4.405540
C: 3.640332 -0.235003 -3.237672
C: 2.774515 -1.307279 -3.143673
C: 1.690911 -1.229623 -2.270497
C: 1.426554 -0.111350 -1.465748
C: 2.331500 0.949872 -1.624471
C: 3.422805 0.905952 -2.480361
H: 2.948577 -2.196549 -3.736180
H: 1.058616 -2.112252 -2.202418
H: 2.197205 1.856391 -1.037969
H: 4.103711 1.743667 -2.559533

Cartesian forces (eV/Å) of the 2 atoms listed first:
-0.43 -0.24 0.03
0.03 -0.05 -0.05



Going through the records in order, we get DFT total energy values of -10352.51410 -1897.71323 -4458.38472 -302.60818 -4822.82094 -5508.48570 Ha.